Version 1
ORCA calculation (ωB97M-V/def2-TZVPD) on a 2-piece molecular cluster, C12H19NSi overall.

Results
Multiplicity: 1
LUMO energy (eV): 0.55
HOMO-LUMO gap (eV): 8.238
Net charge: 0
HOMO level (eV): -7.6842

Last column: natural (NBO) charge in e.
Geometry (Å):
H -2.8255 4.0369 0.7375  0.235
C -1.8426 3.5903 1.1086  -0.655
H -2.6065 -0.1433 -1.9094  0.232
H -0.3590 1.0500 2.0030  0.222
C 3.5598 -0.8894 -0.0949  -0.196
H -1.4438 -0.9457 2.1597  0.230
C 4.1068 0.2332 -0.7553  -0.249
C 3.2870 1.3528 -0.8470  -0.195
C -0.2806 -2.8453 -1.3461  -1.116
H 0.8638 -2.6988 -1.1864  0.250
C -1.3574 2.3325 0.4296  -0.286
C -2.7076 -0.7841 -1.1325  -1.109
N -0.0786 -0.0770 -0.2034  -0.931
H -2.8581 -2.0630 1.5450  0.232
H -3.1562 -1.7665 -1.3702  0.229
H -2.1666 3.3416 2.1661  0.223
C -1.7007 -1.8933 1.5260  -1.114
H -3.3168 -0.3599 -0.2896  0.231
Si -1.1548 -1.4253 -0.3008  1.807
H -1.0268 4.4494 1.1781  0.236
H 1.9089 -1.7786 0.6924  0.205
H 1.1793 2.1568 -0.6481  0.216
H 5.1532 0.3255 -0.8411  0.209
C 1.3067 0.1167 -0.2058  0.179
H -1.2947 -2.8237 1.9412  0.238
H -0.4513 -3.0910 -2.3713  0.243
C 1.9162 1.2855 -0.6522  -0.264
C 2.2104 -0.9870 0.0643  -0.272
H 3.7110 2.3941 -0.9959  0.213
C -0.6875 1.4136 1.0095  0.068
H -0.5095 -3.8577 -0.8363  0.232
H -1.5004 2.1734 -0.6222  0.245
H 4.1221 -1.8228 0.0472  0.211

---

Version 2
ORCA calculation (ωB97M-V/def2-TZVPD) on the molecule C12H19NSi.

Results
Multiplicity: 1
LUMO energy (eV): 0.87
HOMO-LUMO gap (eV): 9.607
Net charge: 0
HOMO level (eV): -8.7335
SMILES: C=C[Si@@](NC)(c1ccccc1)C(C)C

Last column: natural (NBO) charge in e.
Geometry (Å):
H -2.3718 -1.6176 -2.5679  0.206
H 3.7897 -1.8569 -0.9896  0.208
H 5.1003 0.0573 -0.1567  0.210
H -2.2959 2.5412 -0.1800  0.194
H -2.3905 -2.1528 -0.8868  0.214
H 1.5270 1.8548 1.3276  0.202
C -1.7198 -0.1041 -1.1589  -0.673
C 4.0299 0.0296 -0.0085  -0.222
C 3.3931 1.0687 0.6479  -0.213
C -0.7302 -2.4795 1.9873  -0.328
H 3.9657 1.9063 1.0232  0.209
H 1.3522 -1.9160 -0.6741  0.192
Si -0.9777 0.0134 0.6047  1.766
C -1.8143 2.7145 0.7796  -0.395
H 0.0820 0.2583 -2.3005  0.214
C -1.8476 -1.5574 -1.6159  -0.602
H -0.8632 -1.9995 -1.7457  0.200
C -1.4702 -1.4132 1.7341  -0.684
C 2.0184 1.0357 0.8201  -0.240
C 1.9180 -1.0734 -0.3003  -0.189
H -2.4988 3.2864 1.4095  0.193
H -0.9155 3.3185 0.6092  0.175
H -0.7942 1.7222 -1.8889  0.205
C 1.2744 -0.0326 0.3475  -0.346
H -1.4036 0.6667 -3.1594  0.204
C 3.2924 -1.0436 -0.4792  -0.235
H 0.2553 -2.5909 1.5689  0.193
H -2.7302 0.3209 -1.1296  0.223
C -0.9103 0.6863 -2.1882  -0.604
H -1.2187 1.5536 2.3579  0.393
H -1.0701 -3.2873 2.6212  0.191
H -2.4514 -1.3518 2.1905  0.219
N -1.5245 1.4421 1.4011  -1.083

---

Referenced to the most stable arrangement, the calculated values in hartree are version 1 0.1134; version 2 0.0000.

---

Version 1
ORCA calculation (ωB97M-V/def2-TZVPD) on the molecule C3H6O2S2.

Results
Multiplicity: 1
LUMO energy (eV): 0.53
HOMO-LUMO gap (eV): 9.775
Net charge: 0
HOMO level (eV): -9.2408
SMILES: O=C(O)CCSS

Last column: natural (NBO) charge in e.
Geometry (Å):
H -0.9693 2.0789 0.4880  0.236
C -0.6750 1.0353 0.5371  -0.541
S 0.1520 0.8180 2.1406  0.089
S 0.0809 -1.1512 2.6400  -0.105
C 0.2462 0.8129 -0.6729  -0.544
H 1.1426 -1.5315 1.9258  0.124
H -0.3480 -2.2539 -1.1683  0.498
H 1.3141 0.8325 -0.4091  0.252
C 0.1799 -0.4667 -1.4247  0.795
O 0.3136 -0.6746 -2.5940  -0.579
H 0.1826 1.6477 -1.3554  0.243
O -0.0838 -1.5182 -0.5871  -0.710
H -1.5356 0.3708 0.4799  0.242

---

Version 2
ORCA calculation (ωB97M-V/def2-TZVPD) on the molecule C3H6O2S2.

Results
Multiplicity: 1
LUMO energy (eV): 0.20
HOMO-LUMO gap (eV): 8.896
Net charge: 0
HOMO level (eV): -8.6947
SMILES: O=C(O)CCSS

Last column: natural (NBO) charge in e.
Geometry (Å):
S -2.2160 1.4101 -2.6942  -0.134
C -0.3387 0.4011 -0.4338  -0.577
H 0.1276 -0.0132 -1.2594  0.215
O 0.1067 -1.8135 0.9536  -0.697
H 0.6653 -2.6065 1.1775  0.508
C 0.7114 -0.8080 1.6415  0.790
H 0.5702 1.5549 1.2223  0.256
H -1.1204 -0.2013 -0.0647  0.234
S -0.8096 1.8863 -1.1809  0.121
H -1.5853 0.3003 -3.2234  0.131
H 1.7770 0.4569 0.4608  0.255
C 0.6742 0.4934 0.7828  -0.516
O 1.4373 -1.0607 2.6179  -0.586

---

Referenced to the most stable arrangement, the calculated values in hartree are version 1 0.0000; version 2 0.0434.